Molecular formula: C4H9NO
Method: DFT, ωB97M-V/def2-TZVPD

Atoms and positions in Å:
H  1.9537  0.0150  1.7666
H  -3.3068  -0.8924  -1.0073
H  -2.9408  0.2495  0.3929
H  -0.3879  -0.1678  1.1785
C  1.0609  -0.0409  -0.3925
H  -0.5963  1.2766  0.1198
H  1.8892  1.4403  1.0176
C  -1.4066  -0.5937  -0.6142
N  -2.7361  -0.3463  -0.3847
H  1.2534  -1.0967  -0.5885
H  3.1001  0.3758  0.2992
C  -0.3367  0.2100  0.1338
O  -1.1069  -1.4058  -1.4697
C  2.1020  0.3745  0.7380
H  1.4587  0.6019  -1.1895

Summary:
* highest occupied orbital energy: -9.7 eV
* E_tot: -287.80412 a.u.
* max |F|: 3.04 eV/Å